Record 1
Below is C5H8N2O as an isolated structure, with properties calculated with ωB97M-V/def2-TZVPD.

Each line ends with the Mulliken charge.
Element x y z (Å)
C -0.43 -1.01 0.93  -0.147
H -0.66 -0.97 1.99  0.392
H -0.17 0.27 -1.97  0.309
C -0.85 0.56 0.08  -0.156
H -1.71 -0.49 -1.59  0.335
C -1.09 0.40 -1.40  -1.385
H -1.60 1.27 -1.80  0.351
H -1.63 0.99 0.71  0.549
H 3.01 -1.18 -0.16  0.276
N 2.51 -0.37 -0.54  -0.541
O 0.71 1.52 1.73  -0.532
H 0.12 2.28 1.66  0.351
C 0.52 0.77 0.57  0.439
N -0.31 -2.11 0.35  -0.677
C 1.59 0.13 0.07  0.164
H -0.01 -2.07 -0.63  0.271

Kohn-Sham gap, eV: 7.9
HOMO, eV: -7.21
E_tot, Ha: -379.913062
Relative energy (zero: lowest compared OMol25 entry of this formula, charge and spin), kcal/mol: 109.9

***

Record 2
Below is one molecule with the formula C5H8N2O2, with properties calculated with ωB97M-V/def2-TZVPD.

Each line ends with the Mulliken charge.
Element x y z (Å)
O 0.69 -1.72 -0.42  -0.567
N -0.73 -0.36 1.44  -0.710
C 0.40 -0.39 -0.72  -0.128
H 0.12 -1.93 0.35  0.425
H -0.63 -0.11 2.42  0.248
C 0.17 0.41 0.59  0.409
H -1.70 -0.23 1.17  0.188
H 3.44 0.98 2.35  0.425
H -2.60 -0.32 -1.52  0.396
H 1.26 0.05 -1.26  0.463
O -1.83 -1.04 -1.32  -0.537
C 2.51 0.81 1.84  0.286
N -1.15 0.73 -2.36  -0.810
C -0.80 -0.28 -1.65  0.369
C 1.46 0.63 1.28  -0.999
H -0.23 1.40 0.33  0.309
H -0.37 1.37 -2.52  0.233

Kohn-Sham gap, eV: 10.6
HOMO, eV: -10.07
E_tot, Ha: -455.219471
Relative energy (zero: lowest compared OMol25 entry of this formula, charge and spin), kcal/mol: 87.2

***

Record 3
Below is one molecule with the formula C5H8N2O2, with properties calculated with ωB97M-V/def2-TZVPD.

Each line ends with the Mulliken charge.
Element x y z (Å)
O 2.17 1.40 0.32  -0.429
O -2.14 0.67 1.43  -0.548
H -2.66 1.83 -0.79  0.347
C 1.87 -1.43 0.17  -1.102
H -1.66 0.71 -1.73  0.338
H -2.02 -2.06 0.06  0.263
H 1.90 -1.88 -0.83  0.284
C -0.60 -0.78 0.19  0.093
H 2.08 2.32 0.60  0.357
C -1.48 0.54 0.43  0.862
N 0.90 0.86 0.46  -0.268
H 1.63 -2.24 0.85  0.317
C -1.70 1.33 -0.83  -1.055
C 0.80 -0.40 0.21  0.547
H 2.83 -0.98 0.40  0.395
N -1.01 -1.96 -0.02  -0.682
H -0.90 2.07 -0.90  0.283

Kohn-Sham gap, eV: 9.5
HOMO, eV: -9.20
E_tot, Ha: -455.231277
Relative energy (zero: lowest compared OMol25 entry of this formula, charge and spin), kcal/mol: 79.8

***

Record 4
Below is a 2-piece molecular cluster, C5H8N2O2 overall, with properties calculated with ωB97M-V/def2-TZVPD.

Each line ends with the Mulliken charge.
Element x y z (Å)
H 1.17 -3.29 -0.56  0.377
C 0.72 -1.12 -0.55  0.442
C -0.77 2.43 0.28  -1.107
H -1.22 3.38 -0.02  0.376
H -0.96 -0.75 2.00  0.192
H -1.55 1.79 0.68  0.271
H -0.32 -3.20 1.74  0.435
H 1.37 0.24 -1.70  0.448
C 0.70 -2.46 -0.09  -0.717
H -0.86 1.27 -1.57  0.356
O 1.02 1.91 -1.23  -0.634
N 0.01 -0.33 0.26  -0.207
N -0.45 -1.14 1.23  -0.191
O 1.36 -0.73 -1.64  -0.535
C -0.14 1.79 -0.92  0.464
H -0.02 2.63 1.04  0.282
C -0.06 -2.42 1.05  -0.253

Kohn-Sham gap, eV: 9.6
HOMO, eV: -8.82
E_tot, Ha: -455.286746
Relative energy (zero: lowest compared OMol25 entry of this formula, charge and spin), kcal/mol: 45.0